The following is a quantum chemistry calculation of C34H27ClIN5O6Pb as an isolated structure, from the OMol25 dataset.

## Properties
energy = -81301.724 eV
HOMO energy = -7.4 eV
lowest unoccupied orbital energy = -0.4 eV
F_max = 0.64 eV/A
molecular weight = 971.18 u
relative energy (zero: lowest compared OMol25 entry of this formula, charge and spin) = 30.3 kJ/mol

Element x y z (Å)
N: 1.22 -1.13 -1.97
O: -1.09 1.44 -2.29
H: -5.58 0.59 1.15
O: 1.15 -3.28 2.40
C: -3.41 -0.92 0.33
C: 1.88 2.36 -1.87
Cl: 5.77 4.08 1.33
C: 0.93 -2.86 4.69
N: -1.42 2.57 0.64
H: 2.51 -5.88 -4.72
C: 2.89 1.65 2.70
C: -1.77 2.51 -2.59
H: 4.65 2.64 3.47
H: -4.78 0.77 -3.73
N: -2.63 -1.15 2.53
H: 3.18 3.63 -3.03
C: 2.15 -4.04 -3.68
C: 3.56 2.87 0.27
H: -0.60 3.15 0.83
C: 0.27 -2.32 5.80
I: 2.42 0.74 4.51
H: -3.25 2.68 -0.38
N: -3.56 -0.74 1.67
C: 4.33 -4.81 -4.31
C: -5.42 0.63 0.08
O: -2.42 2.66 -3.61
H: -2.70 4.23 0.26
C: -1.73 3.65 -1.57
C: -1.44 -1.52 4.38
C: 4.10 -2.72 -3.15
H: -1.43 -1.20 6.52
H: -0.68 3.95 -1.41
O: -1.50 -1.87 2.14
H: 1.77 -3.19 0.48
C: 4.91 -3.68 -3.75
H: -1.83 2.35 1.54
C: -0.78 -2.06 3.29
C: 4.36 3.07 1.42
H: 1.87 -3.38 4.80
C: -4.18 -0.09 -1.86
C: 1.03 -2.68 1.09
C: 3.82 3.44 -1.00
H: 4.53 -1.84 -2.70
C: -6.22 1.42 -0.73
C: 2.42 2.05 0.38
H: 4.96 -5.55 -4.78
O: 0.99 0.66 1.68
H: 1.26 -1.61 1.14
C: 1.89 -1.92 -2.48
C: -2.61 -0.94 3.82
C: 2.96 -4.99 -4.28
Pb: -0.40 0.38 -0.37
H: 4.69 4.08 -1.11
C: 2.72 -2.91 -3.12
H: -6.60 2.11 -2.73
H: 0.72 -2.44 6.78
H: 1.07 -4.17 -3.65
C: -0.92 -1.64 5.67
C: 3.00 3.19 -2.05
O: -2.54 -1.58 -0.25
H: -3.37 -0.66 -2.28
H: 0.04 -2.82 0.66
C: 0.44 -2.73 3.40
N: 1.61 1.81 -0.70
C: -4.98 0.71 -2.67
C: -4.39 -0.13 -0.48
H: -3.43 -0.41 4.28
C: -2.37 3.31 -0.23
H: -2.26 4.49 -2.02
H: -7.01 2.01 -0.29
C: -5.99 1.47 -2.10
H: 5.98 -3.54 -3.77
H: 1.19 2.14 -2.68
C: 2.03 1.40 1.62
C: 4.03 2.47 2.60

The computed Mulliken charges, all in e, follow: number 1, N, carries -0.36; number 2, O, carries -0.81; number 3, H, carries 0.39; number 4, O, carries -0.53; number 5, C, carries -0.10; number 6, C, carries -0.61; number 7, Cl, carries -0.28; number 8, C, carries -0.74; number 9, N, carries -0.40; number 10, H, carries 0.39; number 11, C, carries -0.22; number 12, C, carries 0.45; number 13, H, carries 0.42; number 14, H, carries 0.35; number 15, N, carries 0.96; number 16, H, carries 0.43; number 17, C, carries -0.38; number 18, C, carries 0.05; number 19, H, carries 0.21; number 20, C, carries -0.51; number 21, I, carries 0.05; number 22, H, carries -0.02; number 23, N, carries -1.14; number 24, C, carries -0.34; number 25, C, carries -0.08; number 26, O, carries -0.72; number 27, H, carries 0.44; number 28, C, carries -0.48; number 29, C, carries 0.78; number 30, C, carries -0.43; number 31, H, carries 0.43; number 32, H, carries 0.23; number 33, O, carries -0.12; number 34, H, carries 0.21; number 35, C, carries -0.55; number 36, H, carries 0.23; number 37, C, carries 0.71; number 38, C, carries 0.54; number 39, H, carries 0.46; number 40, C, carries -0.39; number 41, C, carries -0.33; number 42, C, carries -0.69; number 43, H, carries 0.47; number 44, C, carries -0.71; number 45, C, carries 0.14; number 46, H, carries 0.39; number 47, O, carries -0.38; number 48, H, carries 0.03; number 49, C, carries -0.13; number 50, C, carries -0.43; number 51, C, carries -0.58; number 52, Pb, carries 1.55; number 53, H, carries 0.42; number 54, C, carries 0.51; number 55, H, carries 0.38; number 56, H, carries 0.39; number 57, H, carries 0.47; number 58, C, carries -1.14; number 59, C, carries -1.20; number 60, O, carries -0.65; number 61, H, carries 0.40; number 62, H, carries 0.37; number 63, C, carries 0.30; number 64, N, carries 0.46; number 65, C, carries -0.58; number 66, C, carries 0.83; number 67, H, carries 0.56; number 68, C, carries -0.36; number 69, H, carries 0.38; number 70, H, carries 0.38; number 71, C, carries -0.39; number 72, H, carries 0.39; number 73, H, carries 0.68; number 74, C, carries 0.17; number 75, C, carries -0.63

***

The following is a quantum chemistry calculation of a 4-piece molecular cluster, C5H14NO2 overall, from the OMol25 dataset.

## Properties
energy = -10981.708 eV
HOMO energy = -13.2 eV
lowest unoccupied orbital energy = -9.2 eV
F_max = 2.35 eV/A
molecular weight = 120.17 u
relative energy (zero: lowest compared OMol25 entry of this formula, charge and spin) = 974.1 kJ/mol
total charge = +1

Element x y z (Å)
H: -0.02 -2.86 1.20
O: -1.69 -1.32 -0.85
H: -2.78 2.18 0.18
C: 0.73 0.81 0.20
C: 0.65 0.96 -2.40
H: 1.23 -1.32 1.68
H: -2.62 1.11 1.40
H: 0.47 1.88 0.06
H: 2.74 -0.51 2.71
N: -2.25 1.38 0.50
H: -2.45 -1.88 -1.05
H: 0.84 0.50 -3.35
H: 0.63 -0.84 -1.20
C: 2.07 0.38 0.87
H: -1.14 -1.83 -0.13
C: 2.02 -0.51 1.88
H: 0.30 1.98 -2.32
H: 0.03 0.29 0.85
O: 0.07 -2.02 0.71
C: 0.67 0.25 -1.22
H: -2.51 0.64 -0.16
H: 3.01 0.74 0.44

The computed natural (NBO) charges, all in e, follow: number 1, H, carries 0.48; number 2, O, carries -0.96; number 3, H, carries 0.37; number 4, C, carries -0.50; number 5, C, carries -0.16; number 6, H, carries 0.30; number 7, H, carries 0.37; number 8, H, carries 0.30; number 9, H, carries 0.28; number 10, N, carries -1.08; number 11, H, carries 0.48; number 12, H, carries 0.23; number 13, H, carries 0.25; number 14, C, carries -0.01; number 15, H, carries 0.48; number 16, C, carries -0.11; number 17, H, carries 0.21; number 18, H, carries 0.31; number 19, O, carries -0.81; number 20, C, carries -0.11; number 21, H, carries 0.39; number 22, H, carries 0.30

***

The following is a quantum chemistry calculation of one molecule with the formula C4H3I, from the OMol25 dataset.

## Properties
energy = -12291.031 eV
HOMO energy = -9.0 eV
lowest unoccupied orbital energy = -1.0 eV
F_max = 2.39 eV/A
molecular weight = 177.97 u
relative energy (zero: lowest compared OMol25 entry of this formula, charge and spin) = 334.6 kJ/mol

Element x y z (Å)
C: -0.75 0.45 0.12
H: 0.06 -0.84 -1.07
C: 1.39 -1.38 0.20
C: 0.02 -0.80 0.01
H: -1.76 2.50 0.32
H: -0.72 -1.59 0.29
I: 2.95 0.10 0.09
C: -1.19 1.56 0.04

The computed natural (NBO) charges, all in e, follow: number 1, C, carries -0.03; number 2, H, carries 0.32; number 3, C, carries 0.01; number 4, C, carries -0.71; number 5, H, carries 0.26; number 6, H, carries 0.26; number 7, I, carries 0.11; number 8, C, carries -0.22

***

The following is a quantum chemistry calculation of a 2-piece molecular cluster, C6H10N4 overall, from the OMol25 dataset.

## Properties
energy = -12324.584 eV
HOMO energy (spin up / spin down) = -17.5 / -17.5 eV
lowest unoccupied orbital energy (spin up / spin down) = -9.7 / -9.7 eV
F_max = 3.85 eV/A
molecular weight = 138.17 u
relative energy (zero: lowest compared OMol25 entry of this formula, charge and spin) = 219.1 kJ/mol
total charge = +2

Element x y z (Å)
N: -2.45 -0.63 0.49
H: 1.13 -2.65 -0.04
H: -4.25 0.50 0.78
N: 3.66 0.89 0.41
C: -0.23 -1.09 -0.35
C: -2.61 1.55 -0.06
H: -0.45 1.55 -0.97
H: 4.28 1.07 1.17
H: -2.51 -1.55 0.87
N: 1.68 0.13 -0.54
C: 2.43 0.34 0.52
H: -0.29 -2.94 -1.08
H: 4.19 1.10 -0.42
H: -2.93 2.50 -0.22
C: -3.27 0.42 0.43
H: 2.09 -0.01 -1.45
N: 0.29 -2.29 -0.52
C: -1.24 -0.24 -0.10
C: -1.34 1.15 -0.44
H: 1.84 0.22 1.52

The computed natural (NBO) charges, all in e, follow: number 1, N, carries -0.45; number 2, H, carries 0.48; number 3, H, carries 0.27; number 4, N, carries -0.74; number 5, C, carries 0.65; number 6, C, carries -0.24; number 7, H, carries 0.29; number 8, H, carries 0.44; number 9, H, carries 0.46; number 10, N, carries -0.71; number 11, C, carries 0.34; number 12, H, carries 0.47; number 13, H, carries 0.44; number 14, H, carries 0.28; number 15, C, carries 0.22; number 16, H, carries 0.40; number 17, N, carries -0.71; number 18, C, carries -0.07; number 19, C, carries -0.04; number 20, H, carries 0.23

***

Question: Which value of energy does entry 2 give?
Answer: -10981.708 eV

***

Question: What is the F_max in the second record?
Answer: 2.35 eV/A

***

Question: relative energy (zero: lowest compared OMol25 entry of this formula, charge and spin) of number 3 (C4H3I)?
Answer: 334.6 kJ/mol

***

Question: What is the relative energy (zero: lowest compared OMol25 entry of this formula, charge and spin) in the second record?
Answer: 974.1 kJ/mol